DFT (the ωB97M-V functional and the def2-TZVPD basis) results for 8 unconnected molecules or ions with the total composition FH14O7.

## Properties
calculated total energy: -17280.8145 eV
LUMO energy: 3.541 eV
largest force on an atom: 0.0086 Eh/bohr
molecular weight: 145.10 Da
HOMO level: -7.24 eV
relative energy (zero: lowest compared OMol25 entry of this formula, charge and spin): 0.118 eV

The geometry in ORCA input format:
```
! wB97M-V def2-TZVPD RIJCOSX def2/J DEFGRID3
* xyz -1 1
F 0.162 -0.129 -0.077
O -1.904 -1.974 -0.351
H -1.229 -1.316 -0.088
H -2.307 -1.589 -1.134
O -1.455 0.481 2.226
H -1.721 -0.341 2.649
H -1.030 0.195 1.395
O 1.558 1.650 1.745
H 1.389 2.471 1.276
H 1.179 0.961 1.166
O -1.521 2.124 -0.643
H -0.882 1.486 -0.278
H -1.458 2.886 -0.060
O 0.615 -1.964 1.992
H 0.415 -1.450 1.183
H 1.374 -2.502 1.753
O -0.035 -0.561 -2.859
H 0.339 -1.437 -2.728
H 0.053 -0.133 -1.987
O 2.431 0.637 -1.611
H 1.625 0.365 -1.135
H 2.402 0.141 -2.433
*
```

=====

DFT (the ωB97M-V functional and the def2-TZVPD basis) results for 9 unconnected molecules or ions with the total composition FH16O8 in a non-equilibrium geometry.

## Properties
calculated total energy: -19360.6346 eV
LUMO energy: 3.223 eV
largest force on an atom: 0.0526 Eh/bohr
molecular weight: 163.12 Da
HOMO level: -6.77 eV
relative energy (zero: lowest compared OMol25 entry of this formula, charge and spin): 1.076 eV

The geometry in ORCA input format:
```
! wB97M-V def2-TZVPD RIJCOSX def2/J DEFGRID3
* xyz -1 1
F 0.161 -0.102 0.022
O -1.894 -1.153 -1.399
H -1.617 -1.857 -1.987
H -1.067 -0.779 -1.012
O -3.071 -0.893 0.935
H -2.664 -0.960 0.065
H -2.453 -0.435 1.496
O -0.386 -2.468 0.944
H -0.289 -1.642 0.456
H 0.530 -2.735 1.181
O 1.288 0.071 2.347
H 0.889 0.038 1.505
H 1.361 1.010 2.556
O -1.514 1.854 0.466
H -1.940 1.987 -0.351
H -0.980 1.072 0.382
O 1.693 2.277 0.229
H 1.163 1.440 0.116
H 2.359 2.214 -0.476
O 0.121 1.319 -2.308
H 0.995 1.434 -2.597
H 0.176 0.808 -1.512
O 2.461 -1.082 -0.601
H 1.562 -0.771 -0.409
H 3.115 -0.650 -0.048
*
```

=====

DFT (the ωB97M-V functional and the def2-TZVPD basis) results for FH2IP2 in the gas phase in a non-equilibrium geometry.

## Properties
calculated total energy: -29428.0796 eV
LUMO energy: -0.501 eV
largest force on an atom: 0.0800 Eh/bohr
SMILES: FP(#[PH2])I
molecular weight: 209.87 Da
HOMO level: -9.36 eV
relative energy (zero: lowest compared OMol25 entry of this formula, charge and spin): 0.471 eV

The geometry in ORCA input format:
```
! wB97M-V def2-TZVPD RIJCOSX def2/J DEFGRID3
* xyz 0 1
F -0.673 2.027 -0.271
P 0.866 -0.293 -0.621
P -0.537 0.504 0.673
I -2.431 -0.930 0.026
H 0.664 -1.331 0.209
H 2.111 0.023 -0.017
*
```

=====

DFT (the ωB97M-V functional and the def2-TZVPD basis) results for FH2PS in the gas phase in a non-equilibrium geometry.

## Properties
calculated total energy: -22874.1803 eV
LUMO energy: 0.245 eV
largest force on an atom: 0.0477 Eh/bohr
SMILES: FPS
molecular weight: 84.05 Da
HOMO level: -9.61 eV
relative energy (zero: lowest compared OMol25 entry of this formula, charge and spin): 0.211 eV

The geometry in ORCA input format:
```
! wB97M-V def2-TZVPD RIJCOSX def2/J DEFGRID3
* xyz 0 1
F 0.223 1.097 1.076
P -0.827 -0.160 0.740
S -0.434 -0.043 -1.419
H 0.094 -1.274 0.901
H 0.945 0.379 -1.298
*
```

=====

DFT (the ωB97M-V functional and the def2-TZVPD basis) results for FH3N2 in the gas phase in a non-equilibrium geometry.

## Properties
calculated total energy: -5743.2725 eV
LUMO energy: 1.226 eV
largest force on an atom: 0.0898 Eh/bohr
SMILES: NNF
molecular weight: 50.04 Da
HOMO level: -9.93 eV
relative energy (zero: lowest compared OMol25 entry of this formula, charge and spin): 0.318 eV

The geometry in ORCA input format:
```
! wB97M-V def2-TZVPD RIJCOSX def2/J DEFGRID3
* xyz 0 1
N 0.410 -0.058 0.249
N 0.008 0.409 -1.040
F -0.876 1.582 -0.852
H 1.372 -0.129 0.473
H -0.332 -0.134 0.850
H -0.652 -0.243 -1.527
*
```

=====

DFT (the ωB97M-V functional and the def2-TZVPD basis) results for 3 unconnected molecules or ions with the total composition FH3N2O in a non-equilibrium geometry.

## Properties
calculated total energy: -7788.5721 eV
LUMO energy (alpha / beta): -1.245 / -1.245 eV
largest force on an atom: 0.1336 Eh/bohr
molecular weight: 66.03 Da
HOMO level (alpha / beta): -10.58 / -10.58 eV
relative energy (zero: lowest compared OMol25 entry of this formula, charge and spin): 2.650 eV

The geometry in ORCA input format:
```
! wB97M-V def2-TZVPD RIJCOSX def2/J DEFGRID3
* xyz 0 1
N 0.118 0.777 0.821
N -1.133 0.169 -1.240
O -0.545 -0.592 -1.711
F 0.274 -1.897 -0.930
H 1.196 0.829 0.764
H 0.060 0.807 1.764
H 0.029 -0.093 0.532
*
```